Entry from the Open Molecules 2025 dataset: a structure of composition F10H4K3N5O22S10 at a distorted geometry (ωB97M-V/def2-TZVPD).

XYZ file:
```
54
Properties=species:S:1:pos:R:3:mulliken_charge:R:1
F 1.90786 -0.99000 -3.51883 -0.313
O -0.73821 -7.37105 -1.53929 -0.558
S 7.95397 1.93574 6.46807 1.097
O 1.34876 2.19415 -0.65655 -0.526
S 9.47343 3.77743 6.36377 1.100
O -1.96560 -5.24455 -2.92282 -0.554
N -4.81963 5.39595 3.07038 -0.200
K 0.97450 -3.84761 3.84427 0.995
S -5.15164 4.69261 4.34098 1.098
O -4.35797 5.15739 5.48174 -0.611
S -6.80593 1.42924 -4.12649 1.099
O -4.68669 -0.31985 -5.37896 -0.564
K -0.23134 5.38693 -3.50912 0.991
O 8.77000 0.81639 6.99540 -0.606
F -3.20814 4.81019 1.22512 -0.352
O 0.22397 -0.29466 -2.05190 -0.500
O -3.96213 1.88610 -4.28235 -0.587
F -6.51121 5.58554 4.56108 -0.341
O 1.19259 0.20029 0.74640 -0.554
O 1.56689 1.28788 -3.44972 -0.655
N -6.08650 1.71031 -5.65439 -0.321
S -1.91233 -7.02072 -0.72927 1.098
S 1.51605 0.18094 -2.48382 1.105
H -0.01921 -6.37083 -7.26205 0.305
S 1.85447 0.91668 -0.30747 1.067
O -2.22004 4.67497 3.39214 -0.573
O -6.65678 0.13122 -3.47619 -0.526
O -1.76443 -6.28209 0.54101 -0.582
O 10.52371 2.78861 6.08740 -0.539
N 8.03019 3.26585 7.17109 -0.317
N 2.67325 0.04516 -1.49030 -0.274
O -5.69541 3.31365 4.36408 -0.568
F -4.01878 1.53258 -6.62782 -0.311
O 4.00076 -3.62055 -0.59736 -0.612
O 9.34043 4.85239 5.39897 -0.579
F -2.36948 -8.52737 -0.27542 -0.304
F 6.50702 1.47016 6.96047 -0.274
H 3.82318 -2.68275 -0.52509 0.328
K 7.09798 0.40418 -1.87576 0.983
O -6.63754 2.55109 -3.24954 -0.558
N -3.35815 -6.81244 -1.60635 -0.227
O -3.30157 -4.37522 -0.96423 -0.588
O 7.81399 1.98740 4.97902 -0.618
F -4.31913 -5.23815 -2.95497 -0.319
S -4.76826 1.11476 -5.28208 1.037
S -3.05028 -5.41685 -1.95645 1.034
H 4.05561 -3.92493 0.30850 0.281
S -3.53692 4.31758 2.80430 1.064
F 3.18479 1.32481 0.52290 -0.320
H -0.11187 -5.52248 -6.01160 0.343
F 10.13366 4.50613 7.62768 -0.264
F -8.35725 1.50404 -4.54660 -0.268
O 0.43247 -6.18363 -6.43915 -0.647
O -3.77712 2.89742 2.49716 -0.517
```

Properties
energy above the lowest of the compared OMol25 structures with the same formula, charge and spin	196.2	kcal/mol
electronic energy	-237054.7797	eV
total charge	-2

Entry from the Open Molecules 2025 dataset: a structure of composition C2H6NO4P at a distorted geometry (ωB97M-V/def2-TZVPD).

XYZ file:
```
14
Properties=species:S:1:pos:R:3:mulliken_charge:R:1
O 1.69595 -0.46405 -0.73291 -0.150
O 2.35354 -1.37457 0.13702 -0.369
O -0.04744 1.07072 -1.09510 -0.372
P 0.92924 0.66301 0.12093 0.842
H -1.26886 -0.57577 -1.84204 0.212
C -1.23014 0.26905 -0.99182 -0.224
H -2.20580 -0.44247 0.88395 0.332
C -1.25830 -0.45833 0.35671 -0.418
H -0.96422 -1.58736 0.09232 0.215
H 2.94303 -0.79189 0.72786 0.353
H -0.45455 1.00829 1.65512 0.339
H -2.15385 0.96179 -1.16414 0.275
O 1.86108 1.63409 0.71467 -0.688
N -0.19966 0.08748 1.13742 -0.348
```

Properties
energy above the lowest of the compared OMol25 structures with the same formula, charge and spin	0.0	kcal/mol
electronic energy	-21138.9021	eV